# 1
ORCA calculation (the ωB97M-V functional and the def2-TZVPD basis) on a molecular structure, C45H62AsBN8O3PbS3Se.

ORCA input file:
```
! wB97M-V def2-TZVPD RIJCOSX def2/J DEFGRID3
* xyz 0 1
Pb -1.56 -1.14 0.96
C 2.08 2.23 2.65
C 1.95 1.66 1.27
C 2.20 2.43 0.18
C 2.00 1.90 -1.11
N 1.53 0.70 -1.29
N 1.24 -0.06 -0.22
B 0.40 -1.33 -0.51
N 0.10 -1.62 -2.04
N 1.21 -1.69 -2.84
C 1.09 -2.10 -4.06
C -0.16 -2.52 -4.58
C -1.27 -2.46 -3.82
C -2.59 -2.95 -4.34
C -1.15 -1.93 -2.48
S -2.57 -1.69 -1.58
C 2.32 -2.16 -4.97
C 2.08 -1.24 -6.17
C 2.50 -3.61 -5.45
C 3.59 -1.73 -4.24
N 1.26 -2.60 -0.01
N 2.59 -2.41 -0.24
C 3.45 -3.22 0.29
C 3.03 -4.32 1.08
C 1.71 -4.55 1.27
C 1.24 -5.67 2.15
C 0.77 -3.62 0.70
S -0.90 -3.81 0.99
C 4.94 -2.94 0.09
C 5.55 -4.10 -0.72
C 5.61 -2.85 1.47
C 5.16 -1.62 -0.64
C 1.47 0.33 1.06
S 1.10 -0.71 2.36
C 2.30 2.75 -2.34
C 3.78 3.16 -2.31
C 2.05 1.95 -3.62
C 1.40 3.99 -2.33
H 2.52 3.23 2.60
H 2.70 1.59 3.28
H 1.10 2.28 3.11
H 2.53 3.45 0.31
H -0.23 -2.92 -5.58
H -2.49 -3.27 -5.38
H -3.35 -2.18 -4.26
H -2.94 -3.80 -3.74
H 1.27 -1.60 -6.81
H 2.99 -1.19 -6.78
H 1.84 -0.23 -5.84
H 1.61 -4.00 -5.96
H 2.73 -4.27 -4.61
H 3.33 -3.66 -6.16
H 3.72 -0.65 -4.27
H 4.46 -2.19 -4.72
H 3.56 -2.04 -3.20
H 3.76 -4.96 1.56
H 2.08 -6.28 2.48
H 0.51 -6.30 1.64
H 0.72 -5.26 3.03
H 5.42 -5.06 -0.21
H 6.62 -3.93 -0.86
H 5.08 -4.16 -1.70
H 5.58 -3.81 2.01
H 5.12 -2.10 2.09
H 6.66 -2.57 1.35
H 4.66 -1.62 -1.61
H 6.23 -1.47 -0.79
H 4.76 -0.78 -0.07
H 4.43 2.28 -2.28
H 4.01 3.79 -1.44
H 4.02 3.74 -3.21
H 2.68 1.07 -3.64
H 2.27 2.58 -4.49
H 1.01 1.61 -3.69
H 1.57 4.60 -1.43
H 0.35 3.71 -2.35
H 1.62 4.62 -3.20
O -1.20 1.96 -1.51
H -1.38 1.96 -0.54
H -0.37 1.48 -1.61
O -5.27 -2.81 0.85
H -4.38 -2.78 1.24
H -5.09 -3.09 -0.06
Se -5.54 -0.03 0.13
N -4.54 -1.49 3.92
N -3.33 -2.20 3.67
H -5.12 -1.98 4.58
H -5.05 -1.43 3.05
H -3.47 -3.20 3.60
H -2.70 -2.03 4.44
O -1.63 1.77 1.23
As -2.77 2.45 2.21
C -4.49 2.46 1.37
C -4.56 1.76 0.07
C -5.81 1.84 -0.68
C -6.91 2.62 -0.09
C -6.81 3.16 1.13
C -5.57 3.08 1.87
C -2.85 1.64 3.94
C -3.88 1.87 4.84
C -3.82 1.32 6.11
C -2.73 0.53 6.48
C -1.71 0.29 5.57
C -1.76 0.85 4.30
C -2.25 4.27 2.53
C -2.98 5.15 3.33
C -2.53 6.45 3.52
C -1.35 6.87 2.91
C -0.62 5.99 2.13
C -1.07 4.69 1.93
H -3.63 1.61 -0.46
H -5.77 1.75 -1.75
H -7.82 2.73 -0.67
H -7.64 3.71 1.55
H -5.52 3.59 2.83
H -4.75 2.45 4.55
H -4.61 1.51 6.82
H -2.69 0.10 7.47
H -0.86 -0.33 5.84
H -0.97 0.65 3.58
H -3.89 4.82 3.83
H -3.10 7.13 4.13
H -1.00 7.88 3.06
H 0.30 6.32 1.66
H -0.51 3.99 1.32
*
```

Its orbital gap is 6.2 eV. The electronic energy is -230349.8672 eV.

***

# 2
ORCA calculation (the ωB97M-V functional and the def2-TZVPD basis) on a molecular structure, C45H62AsF15N6O2P at a distorted geometry.

ORCA input file:
```
! wB97M-V def2-TZVPD RIJCOSX def2/J DEFGRID3
* xyz -1 1
C -2.73 1.31 -0.72
C -1.85 0.09 -0.40
C -0.40 0.51 -0.16
N 0.57 -0.57 -0.57
C 0.51 -1.84 0.25
C 0.90 -1.70 1.70
C 2.16 -0.89 1.98
C 2.26 0.33 1.05
C 1.97 0.04 -0.43
C 0.45 -1.02 -1.99
H -2.36 1.89 -1.57
H -2.76 1.96 0.15
H -3.69 0.87 -0.98
H -1.95 -0.67 -1.17
H -2.32 -0.35 0.49
H -0.21 0.72 0.89
H -0.24 1.40 -0.77
H -0.53 -2.16 0.23
H 1.19 -2.52 -0.25
H 0.11 -1.25 2.31
H 0.97 -2.71 2.11
H 2.19 -0.55 3.02
H 3.01 -1.55 1.79
H 1.64 1.16 1.39
H 3.30 0.67 1.07
H 2.10 0.92 -1.05
H 2.58 -0.81 -0.74
H -0.48 -1.54 -2.18
H 1.27 -1.72 -2.19
H 0.55 -0.11 -2.58
As 3.66 -4.65 -0.10
F 2.44 -5.15 -1.26
F 2.48 -4.17 1.10
F 4.93 -4.19 0.99
F 4.96 -5.11 -1.19
F 3.59 -3.01 -0.74
F 3.61 -6.29 0.54
P -7.52 1.06 -0.74
F -6.66 2.33 -0.17
F -6.68 0.09 0.29
F -8.69 1.36 0.31
F -8.20 -0.27 -1.37
F -8.20 2.02 -1.88
F -6.31 0.86 -1.84
N -4.74 1.23 2.23
C -4.93 2.54 2.65
C -4.54 2.61 3.98
C -3.98 1.35 4.30
C -4.32 0.47 3.29
H -5.07 0.87 1.35
H -5.36 3.24 1.95
H -4.53 3.48 4.61
H -3.64 1.02 5.27
H -4.32 -0.60 3.25
N -4.54 -0.32 -4.45
C -3.26 -0.02 -4.06
C -2.43 -1.04 -4.33
C -3.25 -2.11 -4.78
C -4.53 -1.63 -4.90
H -5.32 0.30 -4.46
H -3.06 0.95 -3.61
H -1.37 -1.07 -4.14
H -2.91 -3.13 -4.88
H -5.41 -2.12 -5.28
N -4.35 -3.18 1.42
C -4.57 -2.48 0.25
C -3.60 -2.86 -0.64
C -2.68 -3.70 0.03
C -3.20 -3.92 1.27
H -5.09 -3.26 2.09
H -5.39 -1.79 0.13
H -3.52 -2.52 -1.66
H -1.86 -4.23 -0.44
H -2.84 -4.58 2.05
N -1.67 2.63 2.85
C -0.47 2.28 3.45
C 0.52 3.07 2.88
C -0.06 3.75 1.77
C -1.41 3.48 1.84
H -2.57 2.26 3.16
H -0.54 1.57 4.25
H 1.55 3.14 3.19
H 0.47 4.37 1.06
H -2.17 3.89 1.20
N 5.67 2.07 0.15
C 4.97 3.04 0.80
C 4.45 3.93 -0.13
C 4.90 3.48 -1.41
C 5.67 2.37 -1.18
H 6.15 1.26 0.49
H 4.87 2.95 1.87
H 3.70 4.69 0.04
H 4.75 3.95 -2.37
H 6.28 1.78 -1.85
C -1.46 4.16 -3.20
C -0.72 3.17 -3.82
C 0.54 2.85 -3.29
C 1.06 3.57 -2.22
C 0.37 4.68 -1.74
C -0.92 4.93 -2.17
H -2.48 4.39 -3.48
H -1.17 2.48 -4.52
H 1.13 2.10 -3.80
H 2.07 3.41 -1.86
H 0.87 5.31 -1.01
H -1.56 5.74 -1.85
C 3.94 0.65 -3.82
C 3.88 -0.73 -3.55
C 3.02 -1.52 -4.30
C 2.32 -0.96 -5.35
C 2.42 0.37 -5.65
C 3.30 1.18 -4.92
H 4.56 1.28 -3.19
H 4.41 -1.19 -2.74
H 3.03 -2.56 -3.99
H 1.67 -1.58 -5.96
H 1.93 0.75 -6.54
H 3.34 2.24 -5.15
C 3.30 -4.65 4.11
C 3.16 -3.27 4.71
O 4.23 -3.13 5.66
C 4.15 -2.08 6.47
O 3.25 -1.30 6.45
C 5.38 -1.97 7.40
F 6.28 -1.15 6.89
F 5.01 -1.49 8.60
F 5.88 -3.19 7.63
H 2.43 -4.99 3.55
H 3.53 -5.44 4.83
H 4.18 -4.70 3.47
H 2.24 -3.10 5.26
H 3.32 -2.53 3.93
*
```

For the energy above the lowest of the compared OMol25 structures with the same formula, charge and spin, the calculation gives 0.0 kJ/mol. Its orbital gap is 8.5 eV. The electronic energy is -171608.4933 eV.

***

# 3
ORCA calculation (the ωB97M-V functional and the def2-TZVPD basis) on a molecular structure, C45H62BN8O2TeTi at a distorted geometry.

ORCA input file:
```
! wB97M-V def2-TZVPD RIJCOSX def2/J DEFGRID3
* xyz -2 2
Ti -0.61 -0.03 0.63
C -2.54 -4.90 1.92
C -1.78 -3.70 1.56
C -0.67 -4.10 0.66
C -2.64 -2.56 1.14
C -3.95 -2.53 0.79
C -4.36 -1.19 0.81
N -3.34 -0.45 1.16
N -2.21 -1.23 1.33
B -3.58 0.90 1.76
N -2.60 1.93 1.28
C -3.20 3.08 1.28
C -2.21 4.06 1.36
C -1.02 3.42 1.35
N -1.18 2.03 1.28
C 0.10 4.44 1.49
C -0.09 5.56 0.56
C 1.46 3.89 1.46
N -3.53 0.78 3.35
C -4.37 1.50 4.14
C -4.02 1.17 5.45
C -2.97 0.27 5.37
N -2.65 0.05 4.08
C -2.33 -0.39 6.54
C -0.83 -0.16 6.56
C -2.69 -1.84 6.59
H -1.86 -5.66 2.39
H -3.01 -5.37 1.00
H -3.36 -4.63 2.66
H -1.30 -3.25 2.47
H -1.06 -4.66 -0.27
H 0.01 -4.79 1.26
H -0.05 -3.29 0.26
H -4.58 -3.41 0.54
H -5.36 -0.75 0.62
H -4.67 1.30 1.48
H -4.31 3.16 1.28
H -2.37 5.15 1.42
H -0.07 4.83 2.54
H -0.12 5.14 -0.55
H 0.83 6.28 0.66
H -1.05 6.14 0.77
H 1.75 3.41 0.50
H 1.58 3.06 2.28
H 2.23 4.73 1.65
H -5.16 2.15 3.74
H -4.52 1.52 6.37
H -2.77 0.10 7.44
H -0.41 -0.34 5.55
H -0.34 -0.87 7.29
H -0.58 0.90 6.86
H -2.07 -2.44 5.89
H -3.77 -1.97 6.30
H -2.54 -2.25 7.63
C 1.95 2.89 -7.57
C 2.09 2.26 -6.35
C 2.74 2.59 -5.18
C 2.75 1.95 -3.98
C 3.43 2.38 -2.92
C 1.99 0.75 -3.96
Te 1.55 0.17 -1.98
N 1.22 -0.73 0.30
C 1.57 -0.48 1.53
O 0.58 -0.15 2.33
C 3.00 -0.65 1.89
C 3.99 -0.73 0.91
C 5.32 -0.90 1.31
C 5.64 -0.98 2.66
C 4.66 -0.88 3.63
C 3.34 -0.71 3.22
C 1.88 -1.89 -2.49
C 0.89 -2.76 -2.29
C 1.11 -4.15 -2.42
C 2.38 -4.55 -2.78
C 3.36 -3.57 -3.02
C 3.12 -2.21 -2.90
C 3.95 -1.17 -3.28
C 1.48 0.21 -5.16
C 0.98 -1.03 -5.23
C 1.55 1.03 -6.24
H 2.66 3.84 -7.62
H 0.84 3.26 -7.72
H 2.19 2.16 -8.45
H 3.32 3.58 -5.20
H 4.02 3.38 -3.14
H 4.17 1.44 -2.63
H 2.82 2.41 -2.00
H 3.69 -0.71 -0.07
H 6.14 -0.99 0.53
H 6.70 -1.14 2.96
H 4.93 -0.95 4.71
H 2.53 -0.61 3.94
H -0.06 -2.40 -1.90
H 0.31 -4.90 -2.21
H 2.64 -5.64 -2.85
H 4.38 -3.90 -3.37
H 4.92 -1.52 -3.80
H 4.17 -0.54 -2.31
H 3.30 -0.35 -3.92
H 0.34 -1.41 -4.35
H 1.93 -1.74 -5.18
H 0.39 -1.18 -6.22
H 1.07 0.60 -7.19
O -0.61 -2.06 3.65
H 0.03 -1.47 3.17
H -1.40 -1.49 3.58
C -1.38 -0.06 -3.59
C -1.57 0.62 -2.33
C -2.97 0.61 -1.98
C -1.24 2.04 -2.48
N -0.69 -0.04 -1.30
H -1.98 0.43 -4.45
H -1.69 -1.19 -3.47
H -0.27 0.03 -3.76
H -3.09 1.26 -1.04
H -3.28 -0.49 -1.73
H -3.61 1.04 -2.83
H -1.92 2.56 -3.28
H -0.12 2.13 -2.78
H -1.39 2.47 -1.39
*
```

For the energy above the lowest of the compared OMol25 structures with the same formula, charge and spin, the calculation gives 1195.0 kJ/mol. Its orbital gap (spin up / spin down) is 3.2 / 3.2 eV. The electronic energy is -94765.0714 eV.

***

# 4
ORCA calculation (the ωB97M-V functional and the def2-TZVPD basis) on a molecular structure, C45H62KN3OP2S2Si2 at a distorted geometry.

ORCA input file:
```
! wB97M-V def2-TZVPD RIJCOSX def2/J DEFGRID3
* xyz 0 1
K 0.80 -0.42 1.97
C -2.22 -1.95 1.37
Si -2.61 -1.21 3.05
C -2.77 -2.68 4.13
C -4.33 -0.48 3.28
C -1.36 0.00 3.84
C -0.36 -0.55 4.73
C 0.22 0.18 5.78
C 1.22 -0.36 6.48
C 1.54 -1.75 6.35
C 0.92 -2.39 5.30
N 0.02 -1.85 4.46
Si -1.42 1.75 3.44
C -1.98 2.83 4.88
C -2.55 2.13 2.01
C 0.27 2.51 3.06
H -2.81 -2.85 1.18
H -1.19 -2.34 1.36
H -2.30 -1.30 0.52
H -3.76 -3.09 4.01
H -2.64 -2.34 5.21
H -2.05 -3.46 3.92
H -4.98 -1.37 3.26
H -4.70 0.20 2.57
H -4.35 -0.10 4.28
H -0.14 1.16 5.98
H 1.70 0.27 7.20
H 2.21 -2.25 6.98
H 1.12 -3.44 5.13
H -2.89 2.42 5.38
H -2.09 3.85 4.58
H -1.23 2.76 5.68
H -3.64 2.00 2.23
H -2.26 1.41 1.25
H -2.34 3.14 1.60
H 0.65 2.42 2.03
H 1.00 2.03 3.74
H 0.20 3.58 3.35
C 3.45 -5.20 -1.09
C 2.53 -4.03 -0.67
S 3.28 -3.23 0.66
O 2.27 -2.18 1.06
C 4.58 -2.30 -0.19
C 4.00 -1.45 -1.30
H 3.08 -5.62 -2.02
H 3.41 -5.94 -0.33
H 4.48 -4.92 -1.17
H 1.59 -4.51 -0.31
H 2.27 -3.37 -1.53
H 5.40 -2.97 -0.44
H 4.98 -1.68 0.66
H 3.77 -2.01 -2.23
H 4.69 -0.61 -1.64
H 3.11 -1.03 -0.97
S 3.47 0.91 1.31
C 3.60 2.42 2.05
N 3.68 2.55 3.39
C 3.58 3.83 4.08
C 3.08 5.00 3.22
C 3.77 4.93 1.85
N 3.72 3.56 1.34
H 3.36 1.77 3.91
H 4.56 4.05 4.49
H 2.84 3.67 4.85
H 3.33 5.96 3.72
H 2.00 4.91 3.06
H 4.78 5.27 1.91
H 3.22 5.52 1.10
H 3.75 3.38 0.40
C -1.70 -0.03 -1.86
P 0.10 -0.28 -1.47
C 0.52 -1.65 -2.61
C 1.45 -1.72 -3.64
C 1.62 -2.91 -4.31
C 0.93 -4.05 -3.93
C -0.06 -3.96 -2.94
C -0.23 -2.77 -2.22
C 0.82 1.30 -1.91
C 0.69 2.32 -0.92
C 1.18 3.61 -1.19
C 1.83 3.92 -2.41
C 1.94 2.87 -3.35
C 1.45 1.64 -3.12
P -2.14 1.01 -3.32
C -1.60 0.05 -4.81
C -2.02 -1.31 -4.98
C -1.50 -2.08 -5.98
C -0.65 -1.50 -6.97
C -0.35 -0.16 -6.90
C -0.78 0.63 -5.79
C -3.96 0.68 -3.29
C -4.75 1.37 -4.26
C -6.12 1.16 -4.40
C -6.77 0.34 -3.46
C -6.07 -0.15 -2.40
C -4.67 -0.04 -2.35
H -2.17 0.59 -1.10
H -2.26 -0.93 -1.79
H 2.07 -0.89 -3.98
H 2.36 -3.04 -5.06
H 1.13 -5.02 -4.39
H -0.66 -4.86 -2.74
H -0.97 -2.64 -1.43
H 0.33 2.13 0.05
H 1.03 4.34 -0.43
H 2.20 4.91 -2.61
H 2.48 3.04 -4.24
H 1.53 0.91 -3.93
H -2.80 -1.73 -4.34
H -1.93 -3.06 -6.06
H -0.40 -2.10 -7.84
H 0.27 0.37 -7.64
H -0.40 1.64 -5.78
H -4.17 1.99 -4.99
H -6.67 1.72 -5.12
H -7.87 0.27 -3.42
H -6.62 -0.55 -1.55
H -4.18 -0.54 -1.52
*
```

For the energy above the lowest of the compared OMol25 structures with the same formula, charge and spin, the calculation gives 0.0 kJ/mol. Its orbital gap is 5.9 eV. The electronic energy is -126518.3376 eV.